No. 1
8
Properties=species:S:1:pos:R:3:nbo_charge:R:1 method="wB97M-V/def2-TZVPD" lumo_ev="-12.67 / -12.98" e_tot_ev=-15843.37930 fmax_ha_per_bohr=0.1419 charge=+2 relative_energy_ev=0.000 molar_mass_da=112.0 homo_energy_ev="-20.9 / -19.8"
H -1.43 0.13 1.98 0.31
O -2.73 -0.38 -0.74 -0.11
C -1.84 -0.28 0.02 0.71
C -0.97 -0.05 1.00 0.11
O 0.36 0.06 0.91 -0.83
C 2.16 -0.19 -0.67 0.41
O 2.94 -1.00 -0.78 -0.19
Al 1.02 1.33 0.05 1.58

***

No. 2
96
Properties=species:S:1:pos:R:3:mulliken_spin:R:1 method="wB97M-V/def2-TZVPD" multiplicity=5 lumo_ev="-8.05 / -12.28" e_tot_ev=-139369.21693 fmax_ha_per_bohr=0.0465 charge=+3 relative_energy_ev=0.875 molar_mass_da=941.8 homo_energy_ev="-15.0 / -15.0"
Ir 0.31 0.84 0.04 1.61
C 1.88 -1.47 2.37 0.03
C 1.86 -1.81 0.93 0.00
C 2.42 -2.94 0.33 0.00
C 2.10 -2.84 -1.01 0.01
N 1.39 -1.72 -1.20 0.03
N 1.26 -1.08 -0.02 -0.02
B 0.72 -1.21 -2.49 0.04
N 1.36 0.11 -2.93 -0.07
C 1.60 0.61 -4.16 0.02
C 2.10 1.88 -4.02 0.01
C 2.12 2.13 -2.64 0.01
C 2.56 3.35 -1.94 0.00
N 1.68 1.04 -2.00 0.24
N -0.76 -0.90 -2.18 -0.01
C -1.85 -1.25 -2.88 0.04
C -2.95 -0.69 -2.28 0.00
C -2.46 0.03 -1.19 -0.02
C -3.25 0.85 -0.24 0.04
N -1.13 -0.11 -1.14 0.09
N 0.87 -2.28 -3.56 0.00
C 1.98 -2.52 -4.35 0.00
C 1.78 -3.69 -5.00 0.00
C 0.48 -4.13 -4.59 0.00
C -0.25 -5.34 -4.96 0.00
N -0.02 -3.24 -3.72 0.00
H 2.68 -2.00 2.88 0.00
H 0.94 -1.77 2.82 -0.01
H 1.99 -0.40 2.53 0.00
H 2.98 -3.72 0.80 0.00
H 2.35 -3.51 -1.81 0.00
H 1.41 0.05 -5.05 0.00
H 2.41 2.56 -4.79 0.00
H 3.64 3.47 -2.03 0.00
H 2.29 3.31 -0.89 -0.01
H 2.10 4.23 -2.40 0.00
H -1.78 -1.87 -3.75 0.00
H -3.97 -0.78 -2.60 0.00
H -4.01 0.23 0.25 0.01
H -3.78 1.63 -0.78 0.01
H -2.61 1.30 0.51 -0.02
H 2.82 -1.85 -4.36 0.00
H 2.42 -4.19 -5.70 0.00
H -0.10 -5.60 -6.01 0.00
H -1.31 -5.24 -4.73 0.00
H 0.13 -6.20 -4.40 0.00
Br -0.39 2.20 2.69 0.09
C -0.84 3.77 1.73 0.13
C -1.13 4.89 2.49 -0.01
C -1.60 6.05 1.88 0.06
C -1.80 6.05 0.52 0.18
C -1.50 4.92 -0.27 -0.02
C -1.75 4.96 -1.66 0.17
C -1.44 3.88 -2.45 0.07
C -0.87 2.75 -1.88 -0.04
C -0.60 2.63 -0.52 0.20
C -0.96 3.73 0.32 0.05
H -1.01 4.86 3.56 0.00
H -1.81 6.92 2.47 0.00
H -2.19 6.93 0.03 0.00
H -2.20 5.85 -2.08 -0.01
H -1.63 3.91 -3.51 0.00
H -0.67 1.94 -2.56 -0.02
C 5.38 1.05 2.34 0.00
N 3.99 1.45 2.21 0.00
C 3.24 1.30 1.12 0.00
N 3.79 0.73 0.04 0.01
O 2.03 1.67 1.13 -0.01
H 5.72 1.27 3.34 0.00
H 6.01 1.60 1.64 0.00
H 5.49 -0.02 2.16 0.00
H 3.55 1.90 3.01 0.00
H 4.76 0.48 0.00 0.00
H 3.24 0.71 -0.81 0.02
C -4.30 -0.46 4.91 0.01
C -2.86 0.03 4.97 0.00
C -1.87 -0.83 4.22 0.07
S -2.27 -0.87 2.39 0.30
O -0.97 -0.71 1.70 0.60
C -2.73 -2.65 2.11 0.06
C -1.55 -3.58 1.96 0.01
C -0.90 -4.02 3.26 0.00
H -4.94 0.19 5.50 0.00
H -4.38 -1.47 5.33 0.00
H -4.68 -0.48 3.89 0.00
H -2.56 0.05 6.02 0.00
H -2.80 1.06 4.61 0.00
H -1.91 -1.86 4.57 0.02
H -0.86 -0.43 4.30 0.01
H -3.32 -2.64 1.19 0.00
H -3.39 -2.91 2.94 0.00
H -0.81 -3.11 1.30 0.00
H -1.92 -4.47 1.44 0.01
H -0.36 -3.22 3.75 0.00
H -0.19 -4.82 3.06 0.00
H -1.65 -4.42 3.95 0.00

***

No. 3
10
Properties=species:S:1:pos:R:3:mulliken_spin:R:1 method="wB97M-V/def2-TZVPD" multiplicity=2 lumo_ev="1.85 / 1.85" e_tot_ev=-12705.63748 fmax_ha_per_bohr=0.0227 charge=-1 relative_energy_ev=0.000 molar_mass_da=106.1 homo_energy_ev="-3.0 / -3.8"
O -1.60 0.50 0.39 0.17
C -0.39 0.64 0.58 0.12
C 0.85 0.70 0.69 0.16
C 2.22 0.60 0.73 0.32
C 2.97 0.04 -0.35 0.02
O 4.20 -0.14 -0.35 0.18
H -4.18 0.02 -1.50 0.00
H 2.78 0.86 1.64 0.01
H 2.37 -0.26 -1.24 0.01
Na -3.73 -1.02 0.23 0.00

***

No. 4
90
Properties=species:S:1:pos:R:3:nbo_charge:R:1 method="wB97M-V/def2-TZVPD" lumo_ev=-0.64 e_tot_ev=-138271.71037 fmax_ha_per_bohr=0.0736 molar_mass_da=819.1 homo_energy_ev=-6.5
Mg 0.14 0.06 0.40 1.76
N -2.44 0.69 2.97 -0.77
C -2.29 -0.60 2.70 0.63
N -2.95 -1.45 3.50 -0.58
C -2.83 -2.73 3.23 0.61
N -3.40 -3.64 4.05 -0.77
N -2.16 -3.24 2.17 -0.56
C -1.52 -2.32 1.47 0.46
N -1.50 -0.99 1.67 -0.70
C -0.75 -2.87 0.31 0.15
C -0.80 -4.22 0.00 -0.20
C -0.04 -4.65 -1.07 -0.15
C 0.74 -3.74 -1.78 -0.23
C 0.73 -2.41 -1.40 0.05
N -0.02 -1.99 -0.37 -0.57
H -2.88 0.89 3.86 0.41
H -1.75 1.40 2.67 0.40
H -4.05 -3.31 4.74 0.41
H -3.46 -4.58 3.72 0.41
H -1.40 -4.90 0.58 0.25
H -0.04 -5.70 -1.35 0.22
H 1.35 -4.04 -2.62 0.23
H 1.31 -1.65 -1.91 0.27
C 1.51 7.64 -2.28 -0.63
C 0.74 6.46 -1.75 -0.03
C -0.64 6.58 -1.65 -0.22
C -1.41 5.52 -1.21 -0.19
C -0.79 4.35 -0.81 -0.24
C 0.60 4.23 -0.85 0.12
N 1.08 2.95 -0.42 -0.54
C 2.44 2.71 -0.10 0.19
C 3.06 3.49 0.87 -0.25
C 4.39 3.26 1.16 -0.18
C 5.09 2.26 0.50 -0.26
C 4.44 1.45 -0.42 -0.18
C 3.10 1.64 -0.71 -0.17
C 2.37 0.59 -1.52 0.77
O 3.00 -0.24 -2.16 -0.67
O 1.07 0.59 -1.40 -0.94
C 1.39 5.26 -1.38 0.04
C 2.87 5.16 -1.65 -0.66
H 0.84 8.50 -2.38 0.21
H 1.95 7.45 -3.26 0.22
H 2.32 7.94 -1.61 0.22
H -1.10 7.51 -1.94 0.20
H -2.49 5.60 -1.17 0.21
H -1.37 3.50 -0.49 0.22
H 0.84 2.28 -1.15 0.45
H 2.47 4.24 1.38 0.25
H 4.89 3.86 1.91 0.21
H 6.14 2.08 0.73 0.21
H 4.96 0.63 -0.91 0.23
H 3.48 5.36 -0.76 0.23
H 3.16 5.89 -2.41 0.22
H 3.17 4.18 -2.01 0.23
C 6.86 -0.52 2.71 -0.21
C 6.31 -1.17 1.62 -0.20
C 4.93 -1.25 1.47 -0.24
C 4.11 -0.68 2.43 -0.22
C 4.65 -0.02 3.53 -0.24
C 6.03 0.06 3.66 -0.20
As 2.21 -0.80 2.18 0.83
C 1.79 -2.67 2.56 -0.32
C 2.12 -3.77 1.78 -0.16
C 1.70 -5.03 2.18 -0.23
C 0.94 -5.18 3.33 -0.20
C 0.60 -4.07 4.10 -0.19
C 1.03 -2.81 3.72 -0.10
C 0.75 -1.55 4.42 0.01
C -0.02 -1.43 5.58 -0.22
C -0.20 -0.18 6.15 -0.21
C 0.36 0.95 5.57 -0.20
C 1.12 0.85 4.41 -0.22
C 1.30 -0.40 3.85 -0.34
H 7.93 -0.46 2.82 0.22
H 6.95 -1.62 0.87 0.22
H 4.52 -1.73 0.59 0.22
H 4.01 0.44 4.27 0.23
H 6.46 0.58 4.51 0.22
H 2.70 -3.65 0.87 0.21
H 1.96 -5.90 1.58 0.21
H 0.61 -6.16 3.63 0.21
H 0.00 -4.21 4.99 0.21
H -0.48 -2.30 6.03 0.21
H -0.80 -0.09 7.05 0.21
H 0.20 1.93 6.00 0.22
H 1.48 1.77 3.96 0.28
O 0.65 3.48 2.95 -1.03
S -0.37 2.95 1.97 1.16
N 0.18 2.00 0.97 -1.19

***

No. 5
13
Properties=species:S:1:pos:R:3:nbo_charge:R:1 method="wB97M-V/def2-TZVPD" lumo_ev="-6.28 / -5.12" e_tot_ev=-9270.30208 fmax_ha_per_bohr=0.0886 charge=+1 relative_energy_ev=4.136 molar_mass_da=105.1 homo_energy_ev="-14.1 / -12.3"
C 0.72 -1.85 0.40 -0.37
C -0.56 -1.94 -0.03 0.10
C 0.99 -0.49 0.30 0.23
C -0.08 0.28 -0.13 -0.02
C 1.96 2.95 0.24 0.34
C -0.10 1.68 -0.19 -0.03
N 0.92 2.41 0.09 -0.23
N -1.04 -0.74 -0.45 -0.49
H 1.29 -2.72 0.62 0.27
H -1.00 -2.83 -0.30 0.24
H 2.76 3.61 0.03 0.28
H -1.01 2.13 -0.34 0.24
H -1.96 -0.39 -0.56 0.43

***

No. 6
19
Properties=species:S:1:pos:R:3:nbo_charge:R:1 method="wB97M-V/def2-TZVPD" lumo_ev=3.25 e_tot_ev=-10868.85365 fmax_ha_per_bohr=0.0267 charge=-1 relative_energy_ev=0.000 molar_mass_da=116.1 homo_energy_ev=-1.0
C 0.48 -1.93 -1.67 -0.25
H 1.43 -2.48 -1.77 0.19
H -0.26 -2.35 -2.38 0.15
H 0.64 -0.87 -1.93 0.17
O 2.34 1.94 1.06 -1.48
Be 3.12 1.55 2.23 0.02
H 2.65 2.63 0.45 0.49
O 0.04 -2.10 -0.33 -0.53
C -0.21 1.77 1.00 -0.26
O -0.49 0.40 1.06 -0.54
C -1.30 -0.07 0.01 -0.08
C -1.24 -1.58 -0.04 -0.07
H 0.61 1.97 1.70 0.27
H 0.15 2.09 0.01 0.15
H -1.13 2.35 1.20 0.12
H -1.00 0.36 -0.96 0.16
H -2.35 0.24 0.18 0.15
H -1.97 -1.94 -0.78 0.14
H -1.52 -1.99 0.94 0.19

***

No. 7
16
Properties=species:S:1:pos:R:3:nbo_charge:R:1 method="wB97M-V/def2-TZVPD" smiles=c1cnc2ncccc2c1 lumo_ev=-0.10 e_tot_ev=-11371.21518 fmax_ha_per_bohr=0.0862 relative_energy_ev=1.587 molar_mass_da=130.1 homo_energy_ev=-9.3
C 0.41 0.43 2.28 -0.30
C 1.68 0.35 1.77 0.06
N 2.12 0.18 0.55 -0.35
C 0.97 0.04 -0.28 0.31
N 1.18 0.16 -1.68 -0.39
C 0.17 0.06 -2.53 0.05
C -1.10 -0.39 -2.06 -0.24
C -1.48 -0.30 -0.78 -0.17
C -0.38 -0.18 0.16 -0.14
C -0.68 0.08 1.56 -0.10
H 0.15 0.36 3.24 0.21
H 2.32 0.39 2.59 0.18
H 0.56 0.13 -3.53 0.21
H -1.71 -0.86 -2.87 0.22
H -2.46 -0.69 -0.55 0.23
H -1.73 0.25 2.14 0.23

***

No. 8
11
Properties=species:S:1:pos:R:3:nbo_charge:R:1 method="wB97M-V/def2-TZVPD" lumo_ev="0.11 / 0.11" e_tot_ev=-8668.37232 fmax_ha_per_bohr=0.0988 relative_energy_ev=5.270 molar_mass_da=87.1 homo_energy_ev="-7.6 / -7.6"
C 1.86 0.20 0.20 0.41
C -0.57 0.01 -0.01 0.72
N 2.86 -0.35 0.15 -0.34
N -0.43 -1.25 -0.45 -0.85
N 0.68 0.78 0.10 -0.70
O -1.68 0.70 -0.36 -0.67
H -1.04 -0.24 1.98 -0.33
H 0.24 -1.93 -0.04 0.45
H -1.05 -1.36 -1.18 0.41
H 0.57 1.81 0.23 0.42
H -1.45 1.63 -0.62 0.49

***

No. 9
68
Properties=species:S:1:pos:R:3:nbo_charge:R:1 method="wB97M-V/def2-TZVPD" lumo_ev=-2.77 e_tot_ev=-121485.72301 fmax_ha_per_bohr=0.0280 charge=+1 relative_energy_ev=0.325 molar_mass_da=549.7 homo_energy_ev=-10.5
K 0.22 0.02 -0.27 0.92
C 3.04 2.31 1.84 -0.64
C 3.19 1.12 0.94 0.00
C 3.39 -0.14 1.48 -0.27
C 3.55 -1.25 0.67 0.09
C 3.90 -2.58 1.27 -0.65
C 3.43 -1.10 -0.70 -0.29
C 3.23 0.15 -1.27 -0.01
C 3.16 0.32 -2.76 -0.64
C 3.14 1.26 -0.44 -0.25
H 4.02 2.70 2.13 0.24
H 2.52 2.04 2.75 0.22
H 2.50 3.11 1.33 0.21
H 3.49 -0.25 2.56 0.21
H 4.98 -2.71 1.27 0.23
H 3.46 -3.39 0.70 0.21
H 3.56 -2.64 2.30 0.22
H 3.55 -1.97 -1.34 0.22
H 2.62 -0.50 -3.23 0.22
H 4.16 0.34 -3.19 0.24
H 2.67 1.26 -3.01 0.22
H 3.09 2.25 -0.87 0.22
C -2.58 -2.20 3.60 -0.70
C -1.78 -1.89 2.37 0.22
N -2.11 -0.99 1.53 -0.21
N -3.22 -0.27 1.70 -0.43
C -3.69 0.58 0.74 0.29
N -4.89 1.13 0.98 -0.77
S -2.84 0.95 -0.63 -0.28
C -0.65 -2.75 1.99 0.14
C 0.06 -3.54 2.90 -0.23
C 1.01 -4.43 2.42 -0.16
C 1.19 -4.55 1.05 -0.24
C 0.47 -3.69 0.22 0.04
N -0.39 -2.80 0.67 -0.44
H -2.78 -1.30 4.19 0.23
H -3.54 -2.63 3.30 0.24
H -2.09 -2.93 4.24 0.24
H -3.82 -0.44 2.51 0.38
H -5.49 0.79 1.72 0.40
H -5.31 1.70 0.26 0.43
H -0.11 -3.45 3.96 0.22
H 1.56 -5.06 3.10 0.23
H 1.86 -5.27 0.63 0.23
H 0.56 -3.74 -0.85 0.20
C 1.34 4.63 -1.78 -0.95
As 0.28 3.07 -1.23 0.79
C -0.96 3.14 -2.73 -0.96
C -0.74 3.90 0.26 -0.74
C -1.58 5.09 -0.07 0.05
C -2.80 4.93 -0.72 -0.26
C -3.60 6.02 -0.99 -0.19
C -3.20 7.29 -0.60 -0.22
C -1.99 7.46 0.05 -0.20
C -1.18 6.37 0.30 -0.25
H 0.66 5.47 -1.92 0.24
H 1.85 4.43 -2.73 0.23
H 2.09 4.90 -1.04 0.23
H -1.38 4.14 -2.83 0.24
H -1.76 2.42 -2.60 0.23
H -0.42 2.89 -3.64 0.23
H 0.01 4.17 1.02 0.23
H -1.36 3.10 0.67 0.24
H -3.14 3.94 -0.98 0.22
H -4.54 5.89 -1.50 0.21
H -3.84 8.14 -0.78 0.22
H -1.68 8.44 0.37 0.22
H -0.24 6.51 0.82 0.21

***

No. 10
17
Properties=species:S:1:pos:R:3:nbo_charge:R:1 method="wB97M-V/def2-TZVPD" smiles=CSC.CC lumo_ev=1.08 e_tot_ev=-15177.35052 fmax_ha_per_bohr=0.0354 relative_energy_ev=0.355 molar_mass_da=92.2 homo_energy_ev=-8.5
C 1.00 -2.49 0.09 -0.73
S 0.63 -0.75 -0.39 0.16
C 2.30 -0.11 -0.60 -0.74
H 0.88 -3.16 -0.75 0.22
H 2.01 -2.50 0.44 0.21
H 0.40 -2.64 0.97 0.23
H 2.84 -0.25 0.34 0.21
H 2.21 0.92 -0.88 0.23
H 2.89 -0.61 -1.37 0.21
C -2.00 2.16 1.35 -0.61
C -2.48 1.91 -0.09 -0.61
H -1.14 1.56 1.58 0.21
H -1.70 3.21 1.46 0.20
H -2.83 2.10 2.05 0.20
H -1.70 1.51 -0.74 0.21
H -3.24 1.14 0.00 0.20
H -2.94 2.76 -0.57 0.20

***

No. 11
110
Properties=species:S:1:pos:R:3:mulliken_charge:R:1 method="wB97M-V/def2-TZVPD" lumo_ev=-4.23 e_tot_ev=-124904.82989 fmax_ha_per_bohr=0.0787 charge=+1 molar_mass_da=848.8 homo_energy_ev=-9.6
Ca 2.79 6.29 9.55 1.47
C 2.45 10.12 6.84 0.30
F 3.34 10.83 7.53 -0.13
F 1.31 10.18 7.55 -0.14
F 2.27 10.72 5.68 -0.20
S 2.97 8.33 6.64 0.72
O 4.26 8.41 6.01 -0.54
O 3.05 7.87 8.05 -0.37
O 1.93 7.67 5.90 -0.45
O 2.63 7.94 11.25 -0.13
P 2.77 8.82 12.43 -0.47
N 3.71 8.23 13.71 0.55
C 3.89 6.81 13.98 -1.07
C 4.36 9.08 14.69 -1.27
N 1.34 9.31 13.19 0.61
C 1.33 10.38 14.20 -1.04
C 0.38 8.25 13.49 -1.00
N 3.54 10.25 11.99 0.34
C 2.80 11.19 11.17 -0.96
C 4.97 10.42 11.99 -1.05
H 3.52 6.13 13.21 0.15
H 3.30 6.53 14.85 0.34
H 4.94 6.52 14.08 0.32
H 4.22 10.13 14.45 0.37
H 5.44 8.89 14.65 0.40
H 3.95 8.94 15.69 0.32
H 2.08 11.09 13.86 0.37
H 0.34 10.82 14.26 0.39
H 1.48 10.02 15.23 0.30
H -0.05 7.89 12.55 0.05
H 0.86 7.46 14.06 0.25
H -0.51 8.62 14.00 0.42
H 3.05 11.05 10.12 0.11
H 1.74 11.16 11.40 0.31
H 3.06 12.21 11.47 0.43
H 5.33 10.17 10.98 0.32
H 5.42 9.63 12.59 0.33
H 5.33 11.42 12.24 0.30
O 0.65 6.69 9.24 0.07
P -0.83 6.93 9.05 -0.37
N -1.53 6.35 7.64 0.34
C -1.12 6.95 6.33 -1.36
C -1.95 4.94 7.53 -0.98
N -1.21 8.57 8.93 0.89
C -2.35 9.25 8.30 -1.20
C -0.43 9.48 9.77 -1.66
N -1.77 6.43 10.34 0.47
C -3.24 6.47 10.41 -1.08
C -1.26 5.35 11.23 -1.10
H -1.98 6.83 5.68 0.38
H -0.26 6.40 5.96 0.65
H -0.82 7.98 6.51 0.37
H -2.91 4.92 8.05 0.28
H -1.27 4.21 7.97 0.28
H -2.10 4.63 6.50 0.43
H -2.82 8.57 7.59 0.38
H -3.00 9.62 9.09 0.37
H -1.96 10.03 7.65 0.27
H 0.58 9.09 9.91 0.16
H -0.26 10.47 9.33 0.49
H -0.93 9.57 10.73 0.49
H -3.62 5.49 10.13 0.41
H -3.59 6.72 11.40 0.33
H -3.60 7.19 9.68 0.22
H -0.21 5.18 11.00 0.26
H -1.85 4.44 11.12 0.28
H -1.36 5.68 12.26 0.30
O 2.88 8.38 1.40 -0.93
P 2.14 7.16 1.08 0.52
N 2.19 6.76 -0.56 0.33
C 3.38 6.14 -1.11 -1.12
C 1.35 7.45 -1.50 -1.17
N 0.48 7.21 1.47 0.43
C -0.09 8.11 2.44 -1.10
C -0.47 6.28 0.91 -1.19
N 2.67 5.82 1.90 0.39
C 3.56 5.98 3.03 -1.35
C 2.47 4.41 1.60 -1.08
H 4.06 5.81 -0.33 0.32
H 3.84 6.76 -1.88 0.35
H 3.07 5.22 -1.64 0.36
H 1.16 6.81 -2.39 0.39
H 1.68 8.37 -1.99 0.32
H 0.33 7.55 -1.15 0.36
H -1.16 8.34 2.42 0.34
H 0.05 7.81 3.49 0.29
H 0.49 9.04 2.43 0.36
H -0.76 5.45 1.57 0.26
H -1.43 6.73 0.65 0.38
H -0.07 5.84 -0.01 0.42
H 4.54 5.55 2.77 0.31
H 3.54 6.95 3.52 0.40
H 3.21 5.27 3.81 0.40
H 1.74 3.94 2.27 0.26
H 3.39 3.86 1.79 0.40
H 2.19 4.26 0.56 0.36
C 6.25 11.21 5.60 -0.66
N 6.25 12.37 6.50 0.91
O 6.59 13.45 6.03 -0.53
O 5.90 12.23 7.66 -0.52
H 6.69 11.52 4.65 0.32
H 5.27 10.76 5.52 0.17
H 6.99 10.54 6.04 0.29
C 1.72 13.58 5.70 -0.66
N 1.64 14.87 4.97 0.92
O 1.03 15.77 5.51 -0.55
O 2.23 14.98 3.93 -0.54
H 2.76 13.47 5.99 0.23
H 1.37 12.85 4.98 0.29
H 1.17 13.68 6.63 0.31